# 1
The following is a DFT calculation (wB97M-V/def2-TZVPD) of C36H39MnN11O2P as an isolated structure.

CARTESIAN COORDINATES (ANGSTROEM)
Mn  -2.138  0.742  0.664
N  -0.690  1.395  -2.179
P  0.193  0.774  -0.837
C  1.596  1.946  -0.771
C  1.566  2.916  0.228
C  2.521  3.924  0.268
C  3.518  3.964  -0.694
C  3.567  2.993  -1.688
C  2.613  1.990  -1.726
C  0.928  -0.708  -1.578
C  0.199  -1.502  -2.464
C  0.708  -2.719  -2.894
C  1.943  -3.157  -2.439
C  2.677  -2.372  -1.561
C  2.174  -1.152  -1.134
C  -1.619  2.373  -1.945
C  -2.003  3.245  -2.978
C  -2.872  4.269  -2.707
C  -3.345  4.431  -1.402
C  -2.945  3.515  -0.463
N  -2.127  2.473  -0.708
H  -0.254  1.433  -3.089
H  0.780  2.880  0.972
H  2.483  4.678  1.044
H  4.262  4.751  -0.671
H  4.349  3.022  -2.436
H  2.663  1.232  -2.499
H  -0.778  -1.178  -2.793
H  0.129  -3.331  -3.575
H  2.337  -4.110  -2.770
H  3.639  -2.713  -1.199
H  2.758  -0.543  -0.450
H  -1.591  3.106  -3.969
H  -3.170  4.952  -3.491
H  -4.001  5.244  -1.130
H  -3.291  3.600  0.558
O  -2.532  -0.940  1.692
N  -2.714  -2.004  0.999
N  -2.562  -1.836  -0.245
O  -2.294  -0.660  -0.786
C  -2.669  -2.967  -1.125
C  -2.992  -2.731  -2.450
C  -3.085  -3.810  -3.318
C  -2.852  -5.098  -2.860
C  -2.523  -5.311  -1.528
C  -2.425  -4.246  -0.648
H  -3.157  -1.718  -2.788
H  -3.341  -3.638  -4.355
H  -2.923  -5.937  -3.540
H  -2.331  -6.313  -1.169
H  -2.158  -4.399  0.387
N  -2.691  1.886  2.445
C  -4.155  2.054  2.597
C  -4.874  0.926  1.875
N  -4.309  0.806  0.518
H  -2.359  1.191  3.109
H  -2.220  2.751  2.682
H  -4.441  3.013  2.161
H  -4.457  2.082  3.645
H  -5.950  1.110  1.870
H  -4.691  -0.017  2.388
H  -4.637  1.561  -0.077
H  -4.619  -0.056  0.080
C  0.242  -1.939  1.765
C  0.475  -0.649  2.467
N  -0.183  0.478  2.294
C  0.362  1.378  3.187
C  1.379  0.799  3.872
N  1.444  -0.496  3.411
C  2.465  -1.457  3.766
N  3.306  -1.764  2.640
N  3.509  -3.064  2.308
N  4.257  -3.129  1.279
C  4.568  -1.843  0.884
C  5.319  -1.389  -0.205
C  5.412  -0.029  -0.377
C  4.776  0.869  0.509
C  4.037  0.437  1.587
C  3.954  -0.950  1.758
H  -0.304  -1.755  0.844
H  -0.348  -2.613  2.389
H  1.179  -2.433  1.511
H  0.023  2.398  3.263
H  2.044  1.171  4.633
H  2.033  -2.402  4.087
H  3.042  -1.029  4.586
H  5.799  -2.088  -0.877
H  5.980  0.371  -1.206
H  4.866  1.931  0.329
H  3.543  1.138  2.245

Computed properties:
total charge	+1
2S+1	2
orbital gap (alpha / beta)	0.30168 / 0.29696	Ha

# 2
The following is a DFT calculation (wB97M-V/def2-TZVPD) of C36H39N3O6ReS2Sb2SeTe as an isolated structure in a non-equilibrium geometry.

CARTESIAN COORDINATES (ANGSTROEM)
Re  -0.018  0.149  0.201
C  -1.564  1.791  3.550
Sb  -0.373  0.120  2.941
C  0.988  0.173  4.550
C  -1.818  -1.402  3.493
C  -3.178  -0.841  3.755
C  -3.509  -0.391  5.033
C  -4.726  0.214  5.301
C  -5.652  0.376  4.282
C  -5.353  -0.095  3.013
C  -4.133  -0.709  2.732
C  -3.902  -1.253  1.352
Sb  -2.740  -0.022  0.023
C  -3.360  -0.931  -1.801
C  -3.955  1.733  -0.034
H  -1.825  1.675  4.601
H  -2.495  1.857  2.984
H  -0.981  2.700  3.419
H  0.408  0.070  5.469
H  1.507  1.129  4.527
H  1.697  -0.640  4.438
H  -1.387  -1.888  4.367
H  -1.801  -2.141  2.696
H  -2.783  -0.516  5.829
H  -4.950  0.557  6.303
H  -6.607  0.846  4.476
H  -6.091  -0.003  2.223
H  -4.851  -1.343  0.819
H  -3.439  -2.240  1.360
H  -4.444  -1.035  -1.767
H  -2.909  -1.916  -1.902
H  -3.079  -0.317  -2.655
H  -4.930  1.489  -0.457
H  -3.478  2.498  -0.645
H  -4.095  2.106  0.981
O  1.054  2.594  2.084
S  1.031  3.221  0.802
O  2.227  3.757  0.237
N  0.348  2.094  -0.269
C  0.373  2.424  -1.646
C  0.559  3.671  -2.197
C  0.573  3.848  -3.595
C  0.404  2.803  -4.454
C  0.207  1.508  -3.932
C  0.018  0.359  -4.730
C  -0.183  -0.854  -4.133
C  -0.186  -0.941  -2.736
N  0.005  0.106  -1.963
C  0.195  1.332  -2.532
C  -0.185  4.505  0.851
C  0.218  5.831  0.845
C  -0.750  6.819  0.942
C  -2.093  6.479  1.036
C  -2.485  5.146  1.042
C  -1.524  4.150  0.952
H  0.722  4.531  -1.565
H  0.729  4.846  -3.983
H  0.421  2.948  -5.526
H  0.031  0.454  -5.808
H  -0.332  -1.753  -4.716
H  -0.350  -1.880  -2.221
H  1.270  6.071  0.765
H  -0.452  7.859  0.943
H  -2.841  7.258  1.108
H  -3.531  4.880  1.122
H  -1.798  3.104  0.971
S  4.626  2.079  3.849
C  3.734  1.049  2.986
N  3.080  0.281  2.378
C  4.516  -1.344  0.373
Te  2.829  -0.107  -0.081
C  2.951  -1.293  -1.921
C  4.433  -1.360  -2.119
C  5.039  -1.370  -3.364
C  6.423  -1.439  -3.465
C  7.197  -1.493  -2.315
C  6.593  -1.477  -1.064
C  5.210  -1.422  -0.954
H  4.170  -2.306  0.749
H  5.084  -0.828  1.141
H  2.449  -0.809  -2.760
H  1.553  -2.670  -1.617
H  4.426  -1.326  -4.258
H  6.897  -1.443  -4.439
H  8.276  -1.538  -2.391
H  7.201  -1.500  -0.167
O  0.619  -4.355  0.922
Se  1.122  -2.865  1.230
O  0.723  -2.426  2.735
O  -0.212  -1.634  0.202
O  2.506  -2.643  -1.759

Computed properties:
2S+1	2
orbital gap (alpha / beta)	0.19940 / 0.20524	Ha

# 3
The following is a DFT calculation (wB97M-V/def2-TZVPD) of C36H39N7Zn as an isolated structure.

CARTESIAN COORDINATES (ANGSTROEM)
Zn  0.163  -0.003  0.326
C  0.613  2.213  2.423
N  0.450  0.754  2.471
C  1.578  -0.015  3.029
C  2.256  -0.869  1.994
N  1.817  -1.056  0.769
C  2.735  -1.899  0.136
C  2.772  -2.397  -1.163
C  3.837  -3.207  -1.501
C  4.848  -3.514  -0.577
C  4.824  -3.019  0.712
C  3.746  -2.210  1.044
N  3.409  -1.527  2.211
C  0.927  2.664  1.027
N  1.065  1.832  0.020
C  1.470  2.611  -1.073
C  1.862  2.236  -2.354
C  2.272  3.237  -3.208
C  2.297  4.583  -2.806
C  1.938  4.963  -1.528
C  1.541  3.944  -0.672
N  1.186  3.936  0.675
H  1.418  2.543  3.084
H  -0.299  2.696  2.778
H  -0.368  0.535  3.023
H  1.206  -0.664  3.825
H  2.319  0.648  3.480
H  1.997  -2.160  -1.882
H  3.900  -3.614  -2.502
H  5.668  -4.150  -0.884
H  5.608  -3.256  1.422
H  3.925  -1.549  3.075
H  1.853  1.197  -2.662
H  2.589  2.983  -4.213
H  2.623  5.337  -3.511
H  1.986  5.999  -1.215
H  1.168  4.735  1.288
C  -0.269  -3.613  1.413
C  -0.809  -2.841  2.591
C  -0.690  -3.334  3.885
C  -1.238  -2.654  4.963
C  -1.927  -1.469  4.754
C  -2.080  -0.944  3.473
C  -2.860  0.337  3.277
C  -1.505  -1.643  2.404
N  -1.529  -1.077  1.086
C  -2.571  -1.095  0.358
C  -3.867  -1.741  0.726
C  -2.447  -0.407  -0.989
C  -3.626  -0.437  -1.909
N  -1.327  0.151  -1.248
C  -1.167  0.819  -2.517
C  -0.744  0.080  -3.623
C  -0.504  -1.406  -3.526
C  -0.618  0.744  -4.838
C  -0.907  2.096  -4.943
C  -1.316  2.807  -3.826
C  -1.449  2.183  -2.592
C  -1.906  2.958  -1.381
H  0.451  -4.363  1.738
H  0.212  -2.966  0.680
H  -1.079  -4.141  0.901
H  -0.167  -4.271  4.046
H  -1.133  -3.049  5.966
H  -2.365  -0.941  5.595
H  -2.759  0.985  4.148
H  -3.927  0.124  3.170
H  -2.551  0.895  2.390
H  -3.808  -2.233  1.693
H  -4.144  -2.481  -0.029
H  -4.669  -0.999  0.750
H  -3.913  -1.470  -2.123
H  -3.415  0.070  -2.845
H  -4.488  0.037  -1.434
H  -1.436  -1.962  -3.671
H  -0.110  -1.695  -2.551
H  0.190  -1.740  -4.297
H  -0.302  0.187  -5.713
H  -0.806  2.597  -5.897
H  -1.531  3.868  -3.906
H  -1.674  4.017  -1.496
H  -1.430  2.600  -0.465
H  -2.989  2.876  -1.247

Computed properties:
total charge	+2
2S+1	1
orbital gap	0.28219	Ha

# 4
The following is a DFT calculation (wB97M-V/def2-TZVPD) of C36H40As2N2O2Pt as an isolated structure.

CARTESIAN COORDINATES (ANGSTROEM)
Pt  -0.526  0.773  -0.532
O  -1.171  -3.193  4.850
C  -2.146  -2.171  4.758
C  -1.836  -1.413  3.495
C  -2.765  -1.245  2.481
C  -2.399  -0.575  1.330
N  -1.163  -0.104  1.159
C  -0.233  -0.290  2.118
C  -0.552  -0.917  3.301
C  1.130  0.069  1.716
C  2.237  -0.023  2.534
C  3.503  0.184  2.001
C  4.726  0.086  2.867
O  4.360  -0.505  4.090
C  3.605  0.474  0.645
C  2.459  0.589  -0.112
N  1.247  0.402  0.416
H  -1.289  -3.673  5.677
H  -2.079  -1.482  5.608
H  -3.163  -2.568  4.719
H  -3.768  -1.639  2.568
H  -3.089  -0.427  0.514
H  0.205  -1.087  4.053
H  2.139  -0.286  3.577
H  5.121  1.100  3.009
H  5.489  -0.495  2.339
H  5.128  -0.555  4.668
H  4.568  0.610  0.170
H  2.493  0.826  -1.165
C  -1.180  -5.265  1.299
C  -0.274  -4.933  0.119
As  0.496  -3.141  0.291
C  1.568  -3.071  -1.380
C  3.082  -3.210  -1.271
C  1.856  -3.472  1.691
C  2.406  -4.886  1.836
H  -1.554  -6.287  1.232
H  -2.043  -4.596  1.327
H  -0.660  -5.165  2.254
H  -0.843  -4.930  -0.813
H  0.527  -5.664  0.003
H  1.320  -2.116  -1.853
H  1.160  -3.846  -2.032
H  3.510  -2.488  -0.572
H  3.553  -3.045  -2.241
H  3.376  -4.203  -0.936
H  1.387  -3.162  2.630
H  2.664  -2.759  1.508
H  1.615  -5.603  2.052
H  3.119  -4.933  2.661
H  2.920  -5.223  0.937
C  -4.924  2.898  -5.354
C  -3.677  2.322  -5.554
C  -2.845  2.065  -4.474
C  -3.281  2.400  -3.199
C  -4.534  2.962  -2.984
C  -5.353  3.216  -4.073
As  -2.133  2.151  -1.675
C  -1.819  3.891  -0.889
C  -2.704  4.648  -0.145
C  -2.296  5.890  0.331
C  -1.016  6.354  0.065
C  -0.126  5.585  -0.672
C  -0.519  4.344  -1.155
C  0.334  3.428  -1.931
C  1.631  3.637  -2.345
C  2.288  2.657  -3.100
C  1.684  1.456  -3.429
C  0.365  1.222  -3.033
C  -0.308  2.214  -2.304
H  -5.565  3.098  -6.201
H  -3.345  2.076  -6.554
H  -1.870  1.626  -4.640
H  -4.876  3.209  -1.987
H  -6.327  3.661  -3.920
H  -3.705  4.295  0.070
H  -2.981  6.495  0.909
H  -0.708  7.322  0.434
H  0.868  5.963  -0.874
H  2.146  4.560  -2.112
H  3.298  2.850  -3.438
H  2.214  0.717  -4.014
H  -0.148  0.322  -3.352

Computed properties:
total charge	+2
2S+1	1
orbital gap	0.21685	Ha

# 5
The following is a DFT calculation (wB97M-V/def2-TZVPD) of C36H40AuCl2N7O5PS as an isolated structure.

CARTESIAN COORDINATES (ANGSTROEM)
Au  -1.305  -0.223  0.365
S  0.905  -0.663  0.177
C  1.306  -0.964  1.885
N  2.529  -1.005  2.282
N  3.500  -0.797  1.429
C  4.850  -0.825  1.840
C  5.820  -0.598  0.871
C  7.160  -0.625  1.224
C  7.532  -0.876  2.537
C  6.552  -1.101  3.494
C  5.206  -1.078  3.158
N  0.371  -1.258  2.892
N  -0.814  -1.227  2.541
C  -1.760  -1.501  3.577
C  -1.578  -1.046  4.876
C  -2.558  -1.307  5.821
C  -3.693  -2.029  5.472
C  -3.854  -2.491  4.172
C  -2.891  -2.218  3.213
H  3.317  -0.661  0.443
H  5.527  -0.404  -0.155
H  7.914  -0.451  0.467
H  8.578  -0.897  2.813
H  6.835  -1.302  4.520
H  4.442  -1.259  3.899
H  -0.680  -0.499  5.132
H  -2.432  -0.953  6.836
H  -4.449  -2.239  6.218
H  -4.726  -3.076  3.908
H  -2.971  -2.595  2.200
C  -2.680  3.974  -1.314
C  -2.853  3.152  -0.062
O  -1.591  3.018  0.665
P  -0.517  1.909  0.376
O  0.606  2.284  1.393
C  0.369  2.288  2.840
C  0.700  3.651  3.385
O  0.096  2.083  -1.044
C  0.872  3.263  -1.449
C  0.875  3.321  -2.952
H  -3.657  4.151  -1.766
H  -2.061  3.456  -2.046
H  -2.233  4.943  -1.086
H  -3.237  2.154  -0.287
H  -3.522  3.629  0.648
H  1.008  1.508  3.247
H  -0.673  2.022  3.033
H  1.725  3.923  3.134
H  0.608  3.641  4.472
H  0.024  4.407  2.987
H  1.872  3.119  -1.045
H  0.429  4.149  -0.994
H  1.330  2.425  -3.375
H  1.455  4.188  -3.274
H  -0.135  3.415  -3.350
N  -5.456  -0.417  -0.033
C  -5.475  0.296  1.147
C  -4.177  0.515  1.466
N  -3.384  -0.064  0.495
C  -4.185  -0.618  -0.399
H  -6.257  -0.750  -0.542
H  -6.387  0.563  1.649
H  -3.761  0.986  2.341
H  -3.858  -1.167  -1.269
Cl  -2.609  0.615  -2.840
C  -1.630  0.424  -4.280
C  -1.844  1.304  -5.323
C  -1.100  1.173  -6.484
C  -0.196  0.131  -6.594
C  -0.021  -0.765  -5.552
Cl  1.023  -2.121  -5.821
C  -0.696  -0.625  -4.331
N  -0.515  -1.464  -3.248
C  0.726  -1.945  -2.782
C  1.898  -1.232  -3.017
C  3.106  -1.672  -2.499
C  3.151  -2.818  -1.718
C  1.977  -3.521  -1.477
C  0.761  -3.108  -2.007
C  -0.514  -3.832  -1.638
C  -1.095  -3.089  -0.454
O  -1.006  -3.469  0.693
O  -1.641  -1.933  -0.819
H  -2.583  2.086  -5.213
H  -1.241  1.862  -7.306
H  0.369  -0.023  -7.503
H  -1.260  -1.509  -2.570
H  1.857  -0.331  -3.618
H  4.013  -1.117  -2.710
H  4.089  -3.174  -1.312
H  1.998  -4.411  -0.859
H  -0.310  -4.858  -1.340
H  -1.211  -3.830  -2.477

Computed properties:
total charge	+1
2S+1	1
orbital gap	0.22423	Ha

In order of appearance, energy above the lowest of the compared OMol25 structures with the same formula, charge and spin = 0.0; 3.5; 0.0; 66.6; 0.0 kcal per mole.